{"formula": "C4H6N2O", "method": "ωB97M-V/def2-TZVPD", "elements": ["H", "H", "H", "C", "H", "N", "C", "N", "C", "H", "O", "C", "H"], "coordinates": [[-0.337, -0.065, -1.918], [-2.444, 2.798, 0.293], [0.305, -2.409, 1.083], [1.043, -1.734, 0.684], [0.791, -0.801, 1.255], [-0.619, 1.717, 0.030], [0.633, -1.543, -0.759], [0.140, -0.274, -0.979], [-1.387, 2.719, 0.506], [-0.821, 3.536, 0.652], [0.862, -2.303, -1.685], [-0.216, 0.577, -0.020], [2.050, -2.220, 0.859]], "nbo_charge": [0.404, 0.193, 0.242, -0.751, 0.249, -0.303, 0.697, -0.640, -0.279, 0.176, -0.564, 0.320, 0.255], "homo_energy_ev": -7.8962, "charge": 0, "molar_mass_g_mol": 98.10, "gap_ev": 8.17}